Entry 1:
{"formula": "C14H19BrCoO", "method": "ωB97M-V/def2-TZVPD", "largest_force_ha_per_bohr": 0.151, "homo_lumo_gap_ev": [6.9537, 5.0777], "energy_ev": -124540.333, "s2": 6.042, "charge": -1, "spin_multiplicity": 5, "homo_energy_ev": [-3.677, -3.096], "symbols": ["Br", "Co", "O", "C", "C", "C", "C", "C", "C", "C", "C", "C", "C", "C", "C", "C", "C", "H", "H", "H", "H", "H", "H", "H", "H", "H", "H", "H", "H", "H", "H", "H", "H", "H", "H", "H"], "xyz": [[-1.588454, 1.849071, -0.809907], [-0.590765, -0.850295, -0.817949], [0.607456, 0.555087, 0.519706], [2.344416, 1.027276, 1.766639], [-2.707878, -1.660568, -0.227224], [0.617192, -0.112421, -2.328506], [0.333641, 2.438696, 2.077431], [1.245579, -1.269318, -1.806198], [-0.960031, -2.224316, 1.191071], [-1.489338, -0.950488, 1.591897], [1.126375, 1.681461, 1.009890], [-1.712816, -2.671594, 0.071316], [-0.712127, -0.463103, -2.736495], [0.324496, -2.343459, -1.887986], [-0.894308, -1.844812, -2.469760], [1.735840, 2.704052, 0.046331], [-2.573831, -0.620887, 0.729299], [1.068698, 0.866151, -2.450839], [-1.157211, -0.374917, 2.448836], [-1.437222, 0.172035, -3.235007], [2.289155, -1.349706, -1.509910], [0.964281, 3.164964, 2.643053], [0.938003, 3.235892, -0.471073], [-1.660140, -3.667659, -0.382974], [-0.499786, 2.959300, 1.607501], [-0.081728, 1.714839, 2.783593], [0.537731, -3.399796, -1.685645], [-3.466269, -1.720515, -1.015598], [-0.200325, -2.802616, 1.718735], [2.974019, 1.784102, 2.302917], [2.324294, 2.167845, -0.702153], [2.936832, 0.479810, 1.005942], [-3.212490, 0.248814, 0.797187], [2.402450, 3.435024, 0.565475], [-1.747783, -2.442927, -2.813214], [1.922044, 0.284978, 2.473621]], "atomic_forces_ev_per_a": [[-0.51, 0.19, -0.38], [-1.55, 3.04, 6.96], [-1.57, -1.58, -1.42], [0.48, 0.51, 0.37], [0.12, -0.52, 0.54], [0.21, -0.07, -1.38], [-0.41, 0.23, 0.22], [0.47, -0.40, -1.04], [-0.71, 0.87, 0.66], [0.34, -1.47, -0.11], [2.62, -0.10, 1.69], [-0.97, 0.37, 0.30], [0.51, -0.21, -2.40], [0.55, -1.02, -1.41], [0.56, -0.94, -2.73], [0.06, 0.26, -0.37], [0.04, -0.72, -0.44], [-0.26, -0.19, 0.42], [0.07, -0.02, -0.42], [0.25, -0.04, 0.37], [-0.48, 0.14, 0.32], [-0.34, -0.44, -0.45], [0.05, 0.14, -0.07], [0.13, 0.65, 0.07], [-0.07, 0.13, 0.10], [0.01, 0.05, 0.07], [-0.16, 0.66, 0.22], [0.47, 0.10, 0.37], [-0.11, 0.38, -0.33], [-0.22, -0.58, -0.22], [0.09, 0.04, -0.04], [-0.16, 0.34, 0.49], [0.28, -0.10, -0.06], [-0.51, -0.50, -0.26], [0.40, 0.37, 0.56], [0.35, 0.44, -0.25]], "lowdin_spin": [0.320, 2.496, 0.203, 0.017, 0.067, 0.100, -0.001, 0.070, 0.057, 0.146, 0.015, 0.143, 0.032, 0.090, 0.071, 0.001, 0.131, 0.006, 0.006, 0.001, 0.005, 0.000, 0.001, 0.006, 0.001, 0.000, 0.004, 0.002, 0.001, 0.004, 0.000, 0.000, 0.003, 0.000, 0.003, 0.000]}

Entry 2:
{"formula": "C2H4N6", "method": "ωB97M-V/def2-TZVPD", "largest_force_ha_per_bohr": 0.143, "smiles": "[H]/N=c1/nn[nH]n1N=C", "homo_lumo_gap_ev": 7.8869, "energy_ev": -11073.130, "charge": 0, "homo_energy_ev": -8.320, "symbols": ["N", "N", "N", "N", "N", "N", "C", "C", "H", "H", "H", "H"], "xyz": [[1.894160, -0.840564, -0.310868], [-1.053476, -0.604036, 0.283378], [-0.142072, 0.379858, -0.178115], [1.355896, 1.326778, -1.564457], [-0.740858, 1.133812, -1.112608], [0.212864, 1.755801, -1.863837], [-0.907600, -0.961780, 1.587195], [1.253197, 0.351635, -0.527590], [-1.475297, -1.976302, 1.850770], [1.520190, -1.615644, 0.408565], [-1.729195, 1.551049, -0.831803], [-0.187810, -0.500608, 2.259368]], "atomic_forces_ev_per_a": [[-0.33, 2.76, 0.53], [1.70, -1.00, 3.90], [-0.66, 0.46, 1.58], [0.89, -0.83, 0.78], [-2.07, 2.05, -0.74], [-1.59, -0.04, 0.99], [-1.02, -1.41, -4.23], [-1.39, -7.15, 0.91], [1.04, 2.77, -0.38], [0.37, 3.13, -2.02], [3.11, -0.67, -1.26], [-0.03, -0.07, -0.07]], "lowdin_charge": [0.040, 0.019, -0.175, 0.045, -0.032, 0.010, 0.005, -0.363, 0.112, 0.066, 0.210, 0.063]}

Entry 3:
{"formula": "C9H14O", "method": "ωB97M-V/def2-TZVPD", "largest_force_ha_per_bohr": 0.047, "smiles": "Cc1ccc(O)cc1.CC", "homo_lumo_gap_ev": 9.4389, "energy_ev": -11606.921, "charge": 0, "homo_energy_ev": -8.529, "symbols": ["O", "C", "C", "C", "C", "C", "C", "C", "C", "C", "H", "H", "H", "H", "H", "H", "H", "H", "H", "H", "H", "H", "H", "H"], "xyz": [[1.860505, -1.440607, 1.895730], [1.166322, 0.903634, -1.457653], [-2.272255, -1.307099, 1.118060], [1.927644, 1.355231, -0.381603], [0.735018, 1.911926, -2.511726], [0.952379, -1.237714, -0.339583], [0.657050, -0.395801, -1.413520], [2.209754, 0.559569, 0.718781], [1.688268, -0.739998, 0.712923], [-2.878940, 0.023773, 1.510289], [1.634376, 2.388995, -2.889415], [-2.529650, 0.839926, 0.876713], [2.678453, 0.943099, 1.607679], [0.522517, -2.225037, -0.347868], [0.004522, 2.586342, -2.075165], [1.915357, -2.354542, 1.670639], [-3.964148, 0.096357, 1.469231], [2.247567, 2.389736, -0.442956], [-0.056153, -0.621547, -2.196905], [-1.800923, -1.838811, 1.963133], [0.282892, 1.434702, -3.382413], [-1.429918, -1.344804, 0.432477], [-2.982844, -2.122257, 0.921409], [-2.567795, 0.194927, 2.541742]], "atomic_forces_ev_per_a": [[0.10, 0.78, -0.36], [-0.66, -0.21, 0.23], [0.22, -2.25, 0.90], [0.20, 0.17, -0.11], [0.41, -1.06, -0.01], [-0.28, 0.38, -0.86], [0.34, 1.00, -0.01], [-0.96, -0.25, -0.83], [0.46, 0.41, 1.12], [0.38, 0.30, 0.16], [-0.12, 0.61, 0.06], [0.22, -0.01, 0.13], [0.29, -0.03, 0.06], [0.04, -0.27, 0.32], [0.16, 0.40, -0.13], [-0.05, -1.16, -0.01], [-0.05, -0.43, 0.01], [0.18, -0.01, 0.31], [0.13, -0.65, 0.04], [0.04, 0.75, 0.39], [-0.12, -0.13, 0.14], [-0.53, 0.53, -0.57], [-0.21, 0.58, -0.87], [-0.18, 0.54, -0.09]], "lowdin_charge": [0.038, -0.286, -0.173, -0.051, -0.055, -0.050, -0.044, -0.001, -0.315, -0.157, 0.075, 0.060, 0.114, 0.111, 0.080, 0.083, 0.060, 0.112, 0.111, 0.064, 0.071, 0.025, 0.065, 0.063]}